DFT (ωB97M-V/def2-TZVPD) results for the molecule C18H14O7 at a distorted geometry.

The geometry in XYZ format:
```
39
Properties=species:S:1:pos:R:3:nbo_charge:R:1
C -1.12463 1.79231 3.45688 -0.27
O -1.65710 0.40708 3.14155 -0.53
C -2.03063 0.21858 1.79114 0.34
O -2.66816 1.40635 1.29499 -0.50
C -2.92112 1.42180 -0.08974 0.35
C -3.82766 2.44868 -0.66460 -0.32
C -4.16915 2.36620 -2.03972 0.31
O -5.25129 3.01457 -2.50261 -0.67
C -3.48720 1.50142 -2.83656 -0.29
C -2.44100 0.68630 -2.43192 -0.14
C -2.10632 0.64197 -1.04064 -0.15
C -0.91923 -0.08314 -0.49126 -0.16
C -0.84752 -0.19320 0.93437 0.32
O 0.15124 -0.98225 1.48977 -0.44
C 1.34562 -1.09824 0.89739 0.35
C 2.38416 -1.54626 1.67922 -0.31
C 3.65143 -1.79881 1.19895 0.34
O 4.68758 -2.02383 2.05247 -0.66
C 3.77259 -1.81751 -0.23593 -0.14
C 5.15022 -2.55788 -0.77319 -0.62
C 2.77344 -1.28014 -1.05102 0.36
O 2.97581 -1.12152 -2.35143 -0.65
C 1.48796 -0.99950 -0.50966 -0.29
C 0.23365 -0.72541 -1.24610 0.55
O 0.26559 -0.96227 -2.43183 -0.61
H -0.16822 1.92897 2.92189 0.18
H -1.84948 2.53453 3.25106 0.20
H -0.77852 1.78428 4.49963 0.20
H -2.80625 -0.58691 1.96670 0.19
H -4.34821 3.17090 0.03686 0.23
H -5.93682 3.20674 -1.82428 0.49
H -3.72803 1.43088 -3.88620 0.22
H -2.00833 0.15820 -3.23991 0.24
H 2.23834 -1.43515 2.73769 0.22
H 5.49152 -1.59043 1.68397 0.49
H 4.94088 -3.61028 -0.81199 0.22
H 5.99626 -2.37424 -0.07314 0.20
H 5.43187 -2.15273 -1.81825 0.24
H 2.09673 -1.18005 -2.68455 0.51
```

Computed properties:
energy above the lowest of the compared OMol25 structures with the same formula, charge and spin: 69.62 kcal/mol
2S+1: 1
HOMO energy: -8.02 eV
DFT total energy: -33222.5981 eV
max |F|: 4.435 eV Å⁻¹